No. 1
Computed, not measured: C26H20N6O4PbS3SbSe4 as an isolated structure, with the ωB97M-V functional and the def2-TZVPD basis.

Each line ends with the Löwdin charge.
Geometry (Å):
Pb1 0.3756 0.0775 -1.1881  1.33
N1 3.5991 1.2519 -2.7735  0.14
C1 3.5040 -0.0754 -2.8878  -0.70
N2 2.6696 -0.7960 -2.1739  -0.03
C2 2.7542 -2.1332 -2.5116  -0.41
C3 3.6469 -2.4409 -3.4745  -0.39
S1 4.4539 -1.0049 -4.0015  1.02
C4 1.8792 -3.0607 -1.7778  -0.37
C5 1.9115 -4.4091 -1.8105  -0.35
S2 0.7420 -5.0529 -0.7132  1.04
C6 0.2723 -3.4420 -0.2947  -0.71
N3 0.9347 -2.5134 -0.9279  -0.02
N4 -0.6707 -3.1645 0.6366  0.11
H1 3.0545 1.7352 -2.0414  0.06
H2 4.2511 1.7689 -3.3332  0.10
H3 3.8479 -3.3951 -3.9263  0.07
H4 2.5467 -5.0492 -2.3950  0.07
H5 -1.3466 -3.8753 0.8566  0.10
H6 -0.9684 -2.1762 0.7087  0.05
O1 3.5284 3.4918 -0.2424  0.02
C7 2.5039 2.8756 0.0413  -0.62
O2 1.9384 2.0221 -0.7079  -0.26
C8 1.8960 3.1602 1.4298  -0.11
C9 2.7969 3.6943 2.3545  -0.03
C10 2.4320 4.0003 3.6529  -0.08
C11 1.1148 3.8269 4.0521  -0.09
C12 0.1977 3.3319 3.1448  -0.13
C13 0.5730 2.9604 1.8501  -0.47
S3 -0.7182 2.2408 0.8627  0.95
H7 3.8048 3.8633 2.0033  0.11
H8 3.1669 4.3932 4.3439  0.10
H9 0.8025 4.0875 5.0555  0.10
H10 -0.8409 3.2177 3.4307  0.10
O3 -7.6597 0.7360 -0.4151  0.09
C14 -6.9461 -0.4157 -0.5737  -0.49
O4 -7.5079 -1.4055 -0.9575  0.11
C15 -5.5023 -0.3382 -0.2417  -0.17
C16 -4.6217 -1.2495 -0.8317  -0.01
C17 -3.2819 -1.2275 -0.5310  -0.03
C18 -2.7406 -0.3092 0.4005  -0.32
C19 -3.6389 0.6077 0.9839  -0.04
C20 -4.9845 0.5829 0.6610  -0.04
N5 -1.3983 -0.3899 0.6731  -0.18
C21 -0.8987 0.5049 1.6515  -0.55
C22 0.4717 0.0794 2.1006  -0.30
C23 0.8617 0.0927 3.4310  -0.01
C24 2.1674 -0.2417 3.7453  -0.05
C25 3.0413 -0.5934 2.7283  -0.04
C26 2.5648 -0.6036 1.4297  -0.10
N6 1.3122 -0.2751 1.1338  0.03
H11 -7.0416 1.4652 -0.2810  0.09
H12 -5.0134 -1.9670 -1.5412  0.12
H13 -2.6102 -1.9279 -1.0149  0.07
H14 -3.2850 1.3592 1.6742  0.08
H15 -5.6380 1.2914 1.1598  0.11
H16 -1.5432 0.6333 2.5266  0.11
H17 0.1560 0.3841 4.1961  0.12
H18 2.5029 -0.2202 4.7739  0.11
H19 4.0722 -0.8471 2.9291  0.10
H20 3.1968 -0.8658 0.5896  0.11
Se1 0.7314 -1.3129 -5.2180  0.01
Sb1 -1.6460 -0.6600 -5.8697  -0.21
Se2 -1.0091 -1.7233 -3.5988  -0.09
Se3 -2.6522 -2.2221 -7.3372  -0.17
Se4 -2.1125 1.6478 -5.6188  -0.17

Forces on atoms 1 to 3 (eV/Å):
Pb 0.05 0.17 0.01
N 0.15 -0.07 -0.14
C -0.16 0.41 0.12

ΔE to the lowest compared entry with this formula, charge and spin in kJ/mol: 38.27
Charge: -1
Frontier orbital gap in hartree: 0.25725
E_tot in a.u.: -12865.9650
Lowest unoccupied orbital energy in eV: 1.9
2S+1: 1
HOMO level in eV: -5.12

No. 2
Computed, not measured: C26H21Br2GeN2O3Tl as an isolated structure, with the ωB97M-V functional and the def2-TZVPD basis.

Each line ends with the Löwdin charge.
Geometry (Å):
Tl1 1.3864 1.7356 -0.5777  0.97
C1 -1.3181 1.0734 -2.9232  -0.03
C2 -1.8300 0.6689 -1.5839  -0.33
C3 -3.2135 0.7281 -1.3158  0.00
C4 -3.6744 0.3985 -0.0751  -0.01
C5 -2.7556 0.0307 0.9313  -0.18
C6 -3.1056 -0.3014 2.2557  -0.61
Br1 -4.9344 -0.4200 2.7592  0.78
C7 -2.1559 -0.5408 3.2098  -0.17
C8 -0.8050 -0.4990 2.8537  -0.59
Br2 0.5060 -0.7498 4.1967  0.80
C9 -0.3929 -0.2780 1.5575  -0.40
O1 0.9082 -0.3421 1.2083  -0.37
C10 -1.3809 0.0241 0.5797  -0.16
N1 -0.9586 0.3258 -0.6657  0.09
H1 -1.8729 0.5998 -3.7317  0.09
H2 -0.2600 0.8438 -3.0200  0.05
H3 -1.4545 2.1514 -3.0088  0.09
H4 -3.8774 1.0744 -2.0902  0.12
H5 -4.7299 0.4261 0.1557  0.08
H6 -2.4435 -0.7715 4.2232  0.10
O2 -2.5761 3.5426 -0.9730  0.04
C11 -1.7269 3.9600 -0.2076  -0.50
C12 -1.8406 5.2691 0.5916  -0.09
C13 -0.5106 5.3616 1.3253  -0.09
C14 0.1900 4.0728 0.9092  -0.58
O3 1.3129 3.7154 1.2769  -0.10
N2 -0.5460 3.3513 0.0517  0.05
H7 -2.6977 5.2086 1.2634  0.12
H8 -2.0156 6.0889 -0.1065  0.12
H9 -0.6134 5.4102 2.4107  0.12
H10 0.0957 6.2129 1.0077  0.12
Ge1 1.5113 -2.0794 0.8777  1.03
C15 3.4324 -1.8388 0.5278  -0.28
C16 3.8593 -1.1438 -0.5969  -0.14
C17 5.2084 -0.9631 -0.8431  -0.08
C18 6.1450 -1.4841 0.0330  -0.08
C19 5.7299 -2.2060 1.1385  -0.08
C20 4.3798 -2.3822 1.3875  -0.11
C21 0.2784 -2.7145 -0.5312  -0.29
C22 0.4490 -2.3761 -1.8662  -0.11
C23 -0.4612 -2.7962 -2.8183  -0.08
C24 -1.5488 -3.5664 -2.4434  -0.08
C25 -1.7180 -3.9211 -1.1167  -0.08
C26 -0.8106 -3.4937 -0.1646  -0.12
H11 1.2270 -2.8431 2.1699  0.00
H12 3.1334 -0.7286 -1.2839  0.05
H13 5.5324 -0.4169 -1.7167  0.11
H14 7.1988 -1.3332 -0.1498  0.11
H15 6.4651 -2.6288 1.8070  0.10
H16 4.0647 -2.9371 2.2618  0.10
H17 1.3023 -1.7831 -2.1648  0.09
H18 -0.3198 -2.5301 -3.8555  0.11
H19 -2.2630 -3.8945 -3.1847  0.10
H20 -2.5579 -4.5328 -0.8269  0.10
H21 -0.9468 -3.7776 0.8716  0.10

Forces on atoms 1 to 3 (eV/Å):
Tl -0.11 0.30 0.09
C 0.04 0.15 -0.01
C 0.15 -0.11 0.24

Charge: 0
Frontier orbital gap in hartree: 0.30781
E_tot in a.u.: -8736.1302
Lowest unoccupied orbital energy in eV: 0.0
2S+1: 1
HOMO level in eV: -8.36

No. 3
Computed, not measured: C26H21BrCoF3N6S as an isolated structure, with the ωB97M-V functional and the def2-TZVPD basis.

Each line ends with the Mulliken spin population.
Geometry (Å):
Co1 0.2073 -0.3136 -0.8946  2.73
C1 -5.6592 0.8533 1.5758  -0.01
C2 -4.1743 0.9723 1.3682  0.17
C3 -3.3289 1.3229 2.4299  -0.06
C4 -1.9650 1.4000 2.2618  0.18
C5 -1.3887 1.1093 1.0052  0.07
N1 -0.0570 1.0697 0.7685  0.54
C6 0.7863 1.7719 1.6570  -0.02
C7 0.7644 3.1552 1.7789  0.04
C8 1.6880 3.7876 2.6022  -0.02
C9 2.6167 3.0529 3.3380  0.03
C10 3.6363 3.7489 4.2060  0.00
C11 2.5948 1.6608 3.2614  -0.01
C12 1.6705 1.0101 2.4480  0.02
N2 1.4620 -0.3331 2.2768  0.05
C13 1.3200 -1.2954 3.1061  0.00
C14 0.7304 -2.5264 2.6744  0.03
C15 0.2071 -2.6555 1.4060  0.00
N3 0.5227 -2.1286 0.2152  0.02
C16 -2.2522 0.7783 -0.0838  0.11
C17 -3.6167 0.7081 0.1128  -0.08
N4 -1.5827 0.6178 -1.3048  0.05
C18 -1.9638 1.3069 -2.3470  0.00
C19 -1.2026 1.4804 -3.5045  0.02
C20 0.1047 1.0280 -3.6561  0.00
N5 0.8615 0.4483 -2.7333  0.06
H1 -5.9826 1.3998 2.4617  0.00
H2 -5.9425 -0.1942 1.7085  0.02
H3 -6.2098 1.2333 0.7135  0.01
H4 -3.7596 1.5218 3.4053  0.00
H5 -1.3144 1.6510 3.0901  0.00
H6 0.0562 3.7308 1.1904  0.00
H7 1.6979 4.8704 2.6634  0.00
H8 3.4292 4.8167 4.2784  0.00
H9 4.6438 3.6276 3.7998  0.00
H10 3.6397 3.3338 5.2159  0.00
H11 3.2999 1.0669 3.8349  0.00
H12 1.4824 -1.1531 4.1828  0.00
H13 0.3900 -3.2240 3.4295  0.00
H14 -0.6821 -3.2881 1.3073  0.00
H15 -4.2629 0.4548 -0.7226  0.00
H16 -2.9229 1.8255 -2.2910  0.01
H17 -1.6428 2.0270 -4.3258  0.00
H18 0.5491 1.1599 -4.6414  0.00
F1 3.3256 -4.2350 -5.4817  0.00
C21 2.9992 -3.0263 -4.9911  0.00
F2 2.7801 -2.2169 -6.0405  0.00
F3 4.0784 -2.5464 -4.3445  0.00
C22 1.8047 -3.1139 -4.0829  0.00
C23 1.1359 -4.3136 -3.9461  0.00
C24 0.0112 -4.3822 -3.1393  0.00
C25 -0.3785 -3.2379 -2.4803  0.00
N6 0.2673 -2.0759 -2.5853  0.01
C26 1.3331 -1.9947 -3.3797  0.00
S1 2.1501 -0.4249 -3.4156  0.00
H19 1.4907 -5.1857 -4.4778  0.00
H20 -0.5364 -5.3066 -3.0144  0.00
H21 -1.2297 -3.2422 -1.8080  0.00
Br1 2.3181 -1.5877 -0.0817  0.03

Forces on atoms 1 to 3 (eV/Å):
Co -0.47 0.09 -0.44
C 0.05 0.00 -0.03
C -0.01 0.00 -0.03

ΔE to the lowest compared entry with this formula, charge and spin in kJ/mol: 293.21
Charge: 0
Frontier orbital gap (alpha / beta) in hartree: 0.26993 / 0.20126
E_tot in a.u.: -5986.4048
Lowest unoccupied orbital energy (alpha / beta) in eV: 0.3 / -1.6
2S+1: 5
HOMO level (alpha / beta) in eV: -7.01 / -7.08

No. 4
Computed, not measured: C26H21BrCuN6O2 as an isolated structure at a distorted geometry, with the ωB97M-V functional and the def2-TZVPD basis.

Each line ends with the Mulliken spin population.
Geometry (Å):
Cu1 0.6977 0.3018 0.3454  0.67
C1 -2.7302 0.5863 -5.4413  0.00
C2 -2.2698 0.6146 -4.0481  0.00
C3 -2.6726 1.6268 -3.1535  0.00
C4 -2.3458 1.6033 -1.7856  0.01
C5 -1.6022 0.5584 -1.2659  0.00
N1 -1.2372 0.4846 0.0830  0.11
C6 -2.0901 0.1319 1.0694  0.02
C7 -3.2888 -0.4829 0.7305  0.02
C8 -4.1475 -0.9072 1.7310  -0.01
C9 -3.7337 -0.7857 3.1187  0.02
C10 -4.4278 -1.6069 4.1617  0.00
C11 -2.6038 -0.1106 3.4275  -0.01
C12 -1.7676 0.4092 2.4434  0.01
N2 -0.6606 1.2154 2.7831  0.00
C13 -0.6071 2.0994 3.7859  0.00
C14 0.6969 2.5720 3.8873  0.01
C15 1.3826 1.9688 2.8704  0.00
N3 0.5636 1.0973 2.2416  0.06
C16 -1.1954 -0.4020 -2.1736  -0.01
C17 -1.4735 -0.3885 -3.5273  0.00
N4 -0.4425 -1.5101 -1.7512  0.00
C18 -0.3861 -2.7849 -2.1954  0.00
C19 0.7184 -3.3836 -1.7012  0.00
C20 1.3745 -2.3625 -0.9464  0.00
N5 0.6710 -1.2241 -1.0450  0.05
H1 -3.7577 0.9364 -5.5738  0.00
H2 -2.1531 1.2530 -6.0996  0.00
H3 -2.7616 -0.4200 -5.8368  0.00
H4 -3.3582 2.3970 -3.5161  0.00
H5 -2.6247 2.3568 -1.0590  0.00
H6 -3.4522 -0.8338 -0.2871  0.00
H7 -5.0127 -1.4557 1.4009  0.00
H8 -3.9367 -2.5922 4.2301  0.00
H9 -4.2899 -1.1607 5.1037  0.00
H10 -5.4422 -1.6559 3.8110  0.00
H11 -2.3900 0.0139 4.4777  0.00
H12 -1.5920 2.2970 4.3947  0.00
H13 1.0971 3.4119 4.5065  0.00
H14 2.4016 2.0296 2.6125  0.00
H15 -1.0214 -1.1497 -4.1120  0.00
H16 -1.1925 -3.2360 -2.7220  0.00
H17 0.9607 -4.4276 -1.8498  0.00
H18 2.1987 -2.4323 -0.2708  0.00
Br1 6.8280 2.0949 -2.9046  0.00
C21 6.3654 1.0401 -1.3836  0.00
C22 7.3567 0.5692 -0.5247  0.00
N6 6.9983 -0.0444 0.6391  0.00
C23 5.7423 -0.2925 0.9474  0.00
C24 4.7289 0.1796 0.1376  0.00
C25 5.0620 0.8360 -1.0038  0.00
C26 3.2691 0.0267 0.5169  0.00
O1 2.9663 -1.0005 1.1699  0.00
O2 2.5000 0.9186 0.0758  0.06
H19 8.4097 0.6286 -0.6988  0.00
H20 5.4389 -0.7572 1.8255  0.00
H21 4.2386 1.1482 -1.6514  0.00

Forces on atoms 1 to 3 (eV/Å):
Cu -0.79 0.15 0.09
C -0.60 0.62 -1.37
C -0.19 0.52 1.41

Charge: 0
Frontier orbital gap (alpha / beta) in hartree: 0.28754 / 0.24946
E_tot in a.u.: -5696.8740
Lowest unoccupied orbital energy (alpha / beta) in eV: 0.6 / -0.4
2S+1: 2
HOMO level (alpha / beta) in eV: -7.27 / -7.23

Repeat the second record exactly.
Computed, not measured: C26H21Br2GeN2O3Tl as an isolated structure, with the ωB97M-V functional and the def2-TZVPD basis.

Each line ends with the Löwdin charge.
Geometry (Å):
Tl1 1.3864 1.7356 -0.5777  0.97
C1 -1.3181 1.0734 -2.9232  -0.03
C2 -1.8300 0.6689 -1.5839  -0.33
C3 -3.2135 0.7281 -1.3158  0.00
C4 -3.6744 0.3985 -0.0751  -0.01
C5 -2.7556 0.0307 0.9313  -0.18
C6 -3.1056 -0.3014 2.2557  -0.61
Br1 -4.9344 -0.4200 2.7592  0.78
C7 -2.1559 -0.5408 3.2098  -0.17
C8 -0.8050 -0.4990 2.8537  -0.59
Br2 0.5060 -0.7498 4.1967  0.80
C9 -0.3929 -0.2780 1.5575  -0.40
O1 0.9082 -0.3421 1.2083  -0.37
C10 -1.3809 0.0241 0.5797  -0.16
N1 -0.9586 0.3258 -0.6657  0.09
H1 -1.8729 0.5998 -3.7317  0.09
H2 -0.2600 0.8438 -3.0200  0.05
H3 -1.4545 2.1514 -3.0088  0.09
H4 -3.8774 1.0744 -2.0902  0.12
H5 -4.7299 0.4261 0.1557  0.08
H6 -2.4435 -0.7715 4.2232  0.10
O2 -2.5761 3.5426 -0.9730  0.04
C11 -1.7269 3.9600 -0.2076  -0.50
C12 -1.8406 5.2691 0.5916  -0.09
C13 -0.5106 5.3616 1.3253  -0.09
C14 0.1900 4.0728 0.9092  -0.58
O3 1.3129 3.7154 1.2769  -0.10
N2 -0.5460 3.3513 0.0517  0.05
H7 -2.6977 5.2086 1.2634  0.12
H8 -2.0156 6.0889 -0.1065  0.12
H9 -0.6134 5.4102 2.4107  0.12
H10 0.0957 6.2129 1.0077  0.12
Ge1 1.5113 -2.0794 0.8777  1.03
C15 3.4324 -1.8388 0.5278  -0.28
C16 3.8593 -1.1438 -0.5969  -0.14
C17 5.2084 -0.9631 -0.8431  -0.08
C18 6.1450 -1.4841 0.0330  -0.08
C19 5.7299 -2.2060 1.1385  -0.08
C20 4.3798 -2.3822 1.3875  -0.11
C21 0.2784 -2.7145 -0.5312  -0.29
C22 0.4490 -2.3761 -1.8662  -0.11
C23 -0.4612 -2.7962 -2.8183  -0.08
C24 -1.5488 -3.5664 -2.4434  -0.08
C25 -1.7180 -3.9211 -1.1167  -0.08
C26 -0.8106 -3.4937 -0.1646  -0.12
H11 1.2270 -2.8431 2.1699  0.00
H12 3.1334 -0.7286 -1.2839  0.05
H13 5.5324 -0.4169 -1.7167  0.11
H14 7.1988 -1.3332 -0.1498  0.11
H15 6.4651 -2.6288 1.8070  0.10
H16 4.0647 -2.9371 2.2618  0.10
H17 1.3023 -1.7831 -2.1648  0.09
H18 -0.3198 -2.5301 -3.8555  0.11
H19 -2.2630 -3.8945 -3.1847  0.10
H20 -2.5579 -4.5328 -0.8269  0.10
H21 -0.9468 -3.7776 0.8716  0.10

Forces on atoms 1 to 3 (eV/Å):
Tl -0.11 0.30 0.09
C 0.04 0.15 -0.01
C 0.15 -0.11 0.24

Charge: 0
Frontier orbital gap in hartree: 0.30781
E_tot in a.u.: -8736.1302
Lowest unoccupied orbital energy in eV: 0.0
2S+1: 1
HOMO level in eV: -8.36

- Which value of E_tot does entry 4 give?
  -5696.8740 a.u.